[1]
The following is a quantum chemistry calculation of a cluster of 2 separate species, C16H13BFNO6S in total, from the OMol25 dataset.

Relative energy (zero: lowest compared OMol25 entry of this formula, charge and spin), kcal per mole: 11.6
E, a.u.: -1646.60413
Largest force on an atom, eV Å⁻¹: 2.3
SMILES string: O=C1c2ccccc2C(=O)c2ccccc21.C=CN(B(O)O)S(=O)(=O)F

Bonds (Å) are listed after each position.
Geometry (Å):
1 S -3.126 -2.873 -4.175  F2 1.554, O6 1.395, O7 1.413, N9 1.649
2 F -3.623 -1.402 -4.113  S1 1.554
3 O -0.205 0.277 0.852  C24 1.214
4 O -0.051 -3.252 -2.900  B26 1.345, H35 0.973
5 O -0.968 -1.426 -1.763  B26 1.369, H32 0.974
6 O -4.248 -3.665 -4.423  S1 1.395
7 O -2.074 -2.899 -5.117  S1 1.413
8 O 2.695 4.267 2.909  C15 1.213
9 N -2.558 -3.103 -2.644  S1 1.649, C19 1.436, B26 1.520
10 C 0.690 1.722 5.547  C11 1.391, C25 1.384, H34 1.082
11 C -0.096 0.706 5.013  C10 1.391, C18 1.384, H30 1.082
12 C 1.312 2.411 3.333  C15 1.490, C21 1.397, C25 1.389
13 C 1.274 1.825 -0.928  C14 1.390, C20 1.384, H37 1.082
14 C 1.273 2.054 0.443  C13 1.390, C23 1.397, C24 1.486
15 C 2.059 3.345 2.445  O8 1.213, C12 1.490, C23 1.489
16 C 2.715 3.726 -1.237  C20 1.391, C22 1.384, H29 1.082
17 C -2.415 -5.608 -3.028  C19 1.385, H31 1.086, H33 1.085
18 C -0.171 0.535 3.642  C11 1.384, C21 1.389, H39 1.081
19 C -2.575 -4.481 -2.238  N9 1.436, C17 1.385, H28 1.088
20 C 1.999 2.656 -1.764  C13 1.384, C16 1.391, H27 1.082
21 C 0.539 1.379 2.797  C12 1.397, C18 1.389, C24 1.488
22 C 2.722 3.954 0.129  C16 1.384, C23 1.389, H38 1.081
23 C 2.011 3.114 0.975  C14 1.397, C15 1.489, C22 1.389
24 C 0.476 1.163 1.326  O3 1.214, C14 1.486, C21 1.488
25 C 1.388 2.575 4.710  C10 1.384, C12 1.389, H36 1.081
26 B -1.138 -2.595 -2.455  O4 1.345, O5 1.369, N9 1.520
27 H 2.004 2.474 -2.831  C20 1.082
28 H -2.702 -4.615 -1.166  C19 1.088
29 H 3.274 4.380 -1.894  C16 1.082
30 H -0.647 0.045 5.669  C11 1.082
31 H -3.261 -5.984 -3.596  C17 1.086
32 H -0.859 -1.647 -0.821  O5 0.974
33 H -1.496 -6.182 -3.078  C17 1.085
34 H 0.754 1.849 6.620  C10 1.082
35 H -0.187 -3.611 -3.794  O4 0.973
36 H 1.997 3.366 5.125  C25 1.081
37 H 0.712 0.996 -1.337  C13 1.082
38 H 3.283 4.782 0.540  C22 1.081
39 H -0.778 -0.257 3.225  C18 1.081


[2]
The following is a quantum chemistry calculation of the molecule C5H7NO, from the OMol25 dataset.

Relative energy (zero: lowest compared OMol25 entry of this formula, charge and spin), kcal per mole: 104.0
E, a.u.: -324.55868
Largest force on an atom, eV Å⁻¹: 0.9

Bonds (Å) are listed after each position.
Geometry (Å):
1 O 1.466 0.077 -1.020  C5 1.297, C7 1.669
2 N -0.379 0.782 0.430  C3 1.496, C6 1.496, C7 1.384
3 C -1.168 -0.078 -0.505  N2 1.496, C4 1.535, H11 1.100, H12 1.093
4 C -0.266 -1.241 -0.070  C3 1.535, C5 1.560, C6 1.532, H9 1.092
5 C 0.968 -1.121 -1.016  O1 1.297, C4 1.560
6 C 0.085 -0.427 1.179  N2 1.496, C4 1.532, H10 1.092, H14 1.099
7 C 0.712 1.333 -0.221  O1 1.669, N2 1.384, H8 1.097, H13 1.097
8 H 0.421 2.066 -0.983  C7 1.097
9 H -0.650 -2.261 0.006  C4 1.092
10 H -0.487 -0.561 2.100  C6 1.092
11 H -1.076 0.184 -1.569  C3 1.100
12 H -2.224 -0.090 -0.222  C3 1.093
13 H 1.439 1.756 0.483  C7 1.097
14 H 1.160 -0.419 1.409  C6 1.099


> relative energy (zero: lowest compared OMol25 entry of this formula, charge and spin) of number 1 (C16H13BFNO6S)?

11.6 kcal per mole


> Which of these has the highest relative energy (zero: lowest compared OMol25 entry of this formula, charge and spin)?

C5H7NO